No. 1
{
  "formula": "C4H10O",
  "method": "wB97M-V/def2-TZVPD",
  "symbols": ["C", "C", "C", "C", "O", "H", "H", "H", "H", "H", "H", "H", "H", "H", "H"],
  "xyz": [[-0.8510, 2.1076, 0.3344], [0.0344, 0.9225, -0.0612], [-0.3149, -0.1675, 0.9170], [0.8794, -2.1454, -0.8221], [0.3162, -0.4249, 1.9156], [-0.6391, 2.3941, 1.3704], [-1.9116, 1.8349, 0.2669], [-0.6806, 2.9646, -0.3193], [-0.1783, 0.6015, -1.0907], [1.1002, 1.1634, 0.0214], [-1.2618, -0.7054, 0.6881], [-0.1295, -1.9462, -1.1953], [1.6137, -1.5823, -1.4026], [1.1068, -3.2132, -0.8288], [0.9162, -1.8037, 0.2063]],
  "atomic_forces_ev_per_a": [[-0.080, 0.142, -0.002], [0.085, -0.062, 0.049], [0.163, -0.028, 0.353], [0.038, -0.005, 0.091], [-0.397, 0.281, -0.348], [-0.056, 0.056, -0.216], [0.162, 0.086, 0.017], [-0.019, -0.041, 0.080], [-0.005, 0.037, 0.278], [-0.219, -0.020, 0.048], [0.062, 0.058, 0.130], [0.189, -0.216, -0.132], [-0.105, -0.170, -0.021], [-0.089, 0.149, -0.210], [0.270, -0.266, -0.119]],
  "charge": 0,
  "smiles": "CCC=O.C",
  "total_energy_ha": -233.6159
}

No. 2
{
  "formula": "C4H5N3O",
  "method": "wB97M-V/def2-TZVPD",
  "symbols": ["C", "C", "C", "C", "H", "H", "H", "H", "H", "N", "N", "N", "O"],
  "xyz": [[-2.1820, 1.2638, -0.8149], [-1.5203, 1.0398, 0.3145], [-0.3529, 0.1373, 0.2570], [1.4967, -0.6331, 0.7460], [-3.0327, 1.8627, -1.1414], [-1.5269, 0.7356, -1.7982], [-1.5846, 1.1001, 1.4140], [3.5582, -1.2809, 0.7900], [0.9781, -2.1194, -0.7061], [0.4078, 0.0282, 1.2834], [2.6451, -0.8756, 1.2575], [1.1156, -1.0358, -0.6192], [-0.0019, -0.2226, -0.9825]],
  "atomic_forces_ev_per_a": [[2.325, -1.192, -3.269], [0.150, -1.761, 1.028], [-1.954, 3.705, -0.367], [2.958, -2.160, -1.259], [0.185, -0.161, 0.813], [-2.563, 1.836, 2.809], [-1.346, 1.355, -0.649], [-3.374, 1.028, 0.437], [-0.389, 2.848, 0.058], [0.173, -0.754, -0.551], [0.483, -0.007, -0.158], [2.258, -2.082, -0.660], [1.093, -2.656, 1.767]],
  "charge": 0,
  "smiles": "[H]/N=c1/nc(C=C)o[nH]1",
  "total_energy_ha": -394.7678
}

No. 3
{
  "formula": "C3H4S2",
  "method": "wB97M-V/def2-TZVPD",
  "symbols": ["C", "C", "C", "H", "H", "H", "H", "S", "S"],
  "xyz": [[0.2784, 1.4661, -0.0611], [0.4890, 0.0680, -0.1524], [-0.6949, -0.7852, -0.1897], [-0.1686, 1.7306, 0.9920], [1.1573, 1.9374, -0.3569], [-0.4416, 1.7203, -0.8399], [-0.4212, -1.9028, -0.4657], [2.0771, -0.3695, 0.0939], [-2.1122, -0.1292, 0.0991]],
  "atomic_forces_ev_per_a": [[-2.786, 2.159, 0.842], [2.741, -1.526, 1.286], [1.686, -2.701, -1.009], [1.009, -0.121, -2.108], [1.494, 1.253, 0.372], [-0.476, 0.456, 0.319], [-1.015, 2.124, 0.740], [-1.483, -1.038, -0.552], [-1.171, -0.606, 0.110]],
  "charge": 0,
  "smiles": "CC(=S)C=S",
  "total_energy_ha": -913.0054
}

Asked for max |F| across the records above, the calculation gives 0.012, 0.082, 0.070 Eh/bohr in order.
Asked for ΔE to the lowest compared entry with this formula, charge and spin across the records above, the calculation gives 76.3, 524.4, 144.5 kJ/mol in order.
Asked for E_HOMO across the records above, the calculation gives -9.817, -9.508, -8.893 eV in order.